# C16H14BCl5FeN6

A molecular structure, C16H14BCl5FeN6 in a non-equilibrium geometry (wB97M-V/def2-TZVPD, the Open Molecules 2025 dataset).

The geometry in ORCA input format:
```
! RIJCOSX wB97M-V def2-TZVPD def2/J DEFGRID3
* xyz 2 5
C -1.2339 1.1566 -2.0732
N -0.3545 1.0050 -1.0522
N 0.4790 2.1244 -1.0717
C 0.1009 2.9458 -2.0608
C -0.9890 2.3740 -2.7193
B 1.5879 2.3008 -0.0042
N 0.8653 2.2278 1.3633
N -0.0444 1.1970 1.6247
C -0.5084 1.4032 2.8823
C 0.1144 2.5277 3.4332
C 0.9642 3.0209 2.4427
Fe -0.3616 -0.3365 0.4286
N 2.5189 1.0599 -0.1042
N 2.0091 -0.1993 0.0959
C 3.0147 -1.0733 -0.0124
C 4.2010 -0.3705 -0.2927
C 3.8394 0.9722 -0.3536
H 2.8714 -2.1359 0.0955
H 4.4060 1.8710 -0.5455
H 5.1727 -0.7885 -0.4278
H 2.1979 3.3168 -0.1565
H 1.6345 3.8686 2.4285
H 0.6392 3.8672 -2.2091
H -0.0284 2.9187 4.4238
H -1.5314 2.7821 -3.5466
H -1.2377 0.7369 3.3286
H -1.9886 0.4112 -2.2957
H 0.8044 -1.6821 1.5598
C -0.1742 -1.7762 2.0637
H 0.0366 -1.7070 3.1376
H -0.9485 -0.9773 1.8634
H -0.6015 -2.7595 1.8434
Cl -3.4883 -0.4712 0.8607
C -2.8268 -1.6633 -0.2310
C -1.4709 -1.6208 -0.5425
C -0.9840 -2.4762 -1.5295
Cl 0.6298 -2.2912 -2.1176
C -1.8036 -3.4916 -2.0884
Cl -1.1563 -4.5994 -3.2131
C -3.1631 -3.5739 -1.7071
Cl -4.1624 -4.7847 -2.3603
C -3.6909 -2.6370 -0.7921
Cl -5.3389 -2.6727 -0.3685
*
```

The energy above the lowest of the compared OMol25 structures with the same formula, charge and spin is 0.000 eV.


# C5H5NO

A single C5H5NO molecule in a non-equilibrium geometry (wB97M-V/def2-TZVPD, the Open Molecules 2025 dataset).

The geometry in ORCA input format:
```
! RIJCOSX wB97M-V def2-TZVPD def2/J DEFGRID3
* xyz 0 1
O 0.7630 0.2022 -1.8625
C 0.9876 -0.2579 -0.5604
C 0.0138 0.4028 0.4456
C -1.9885 -0.9137 -0.4642
C -1.4356 0.1419 0.0666
C 0.2928 -0.0681 1.8106
N 0.5427 -0.4611 2.8693
H -0.0949 -0.1361 -2.1561
H 0.9106 -1.3527 -0.4813
H 2.0079 0.0281 -0.2926
H 0.1882 1.4838 0.4173
H -2.1876 0.9309 0.2077
*
```

The energy above the lowest of the compared OMol25 structures with the same formula, charge and spin is 4.449 eV.


# C3H7INOS

2 unconnected molecules or ions with the total composition C3H7INOS in a non-equilibrium geometry (wB97M-V/def2-TZVPD, the Open Molecules 2025 dataset).

The geometry in ORCA input format:
```
! RIJCOSX wB97M-V def2-TZVPD def2/J DEFGRID3
* xyz 1 1
C -1.4316 -1.4902 -1.2171
C 0.3160 0.0119 1.2072
C 0.3933 0.0428 -0.2518
N -0.2976 1.2146 -0.8223
O -1.9493 -0.7370 -1.9652
S 1.6288 1.0716 2.1087
I -1.2158 -3.4838 -1.0423
H 0.5536 -0.9713 1.7303
H -0.6272 0.2415 1.4777
H 1.3083 -0.0861 -0.7839
H 0.3606 1.7998 -1.3965
H -0.6950 1.5311 0.0329
H -1.0448 0.7627 -1.3682
H 2.7006 0.0925 2.2905
*
```

The energy above the lowest of the compared OMol25 structures with the same formula, charge and spin is 2.103 eV.


Question: Among the records above, which one has the lowest energy above the lowest of the compared OMol25 structures with the same formula, charge and spin?
Answer: C16H14BCl5FeN6


Question: The lowest energy above the lowest of the compared OMol25 structures with the same formula, charge and spin belongs to which entry?
Answer: C16H14BCl5FeN6


Question: Among the records above, which one has the lowest energy above the lowest of the compared OMol25 structures with the same formula, charge and spin?
Answer: C16H14BCl5FeN6